The following is a DFT calculation (ωB97M-V/def2-TZVPD) of a cluster of 2 separate species, C3H5F2P in total at a distorted geometry.

```
11
Properties=species:S:1:pos:R:3:forces:R:3:mulliken_charge:R:1
C -0.27370 0.73568 0.54215 0.35 2.12 4.44 0.204
C 0.54642 -0.96809 -0.94112 2.18 1.49 1.65 -1.121
C -0.71350 -0.30080 -0.37155 0.17 -2.87 1.58 0.489
F -0.67339 0.18277 2.40450 0.67 0.90 -3.75 -0.524
F -1.65648 0.06050 -1.28426 0.09 0.54 -0.45 -0.272
P 0.57902 2.19349 0.58019 -0.91 -2.13 -3.19 -0.050
H 1.20769 -0.21811 -1.47042 -0.80 -0.89 0.36 0.322
H 1.17962 -1.35024 -0.02413 -1.34 0.71 -1.76 0.313
H 0.30499 -1.78745 -1.55160 -0.33 -1.03 -0.91 0.344
H -1.16723 -1.12002 0.27193 0.24 1.11 -0.45 0.215
H 0.66656 2.57226 1.84431 -0.31 0.04 2.48 0.080
```
Forces are in eV/Å.

Computed properties:
- Energy relative to the best compared isomer or geometry (same formula, charge and spin): 108.7 kcal/mol
- E: -17911.3886 eV
- Gap between HOMO and LUMO: 9.4 eV
- Largest force on an atom: 4.94 eV/A
- E_HOMO: -10.504 eV
- LUMO level: -1.08 eV